1.
{
  "formula": "C5H20NO7",
  "method": "ωB97M-V/def2-TZVPD",
  "species": ["H", "H", "H", "H", "H", "H", "H", "H", "O", "H", "C", "H", "H", "H", "H", "N", "O", "H", "H", "O", "C", "H", "H", "O", "H", "O", "H", "O", "C", "C", "H", "C", "O"],
  "coordinates": [[-0.72181, -2.85206, 1.70280], [0.84525, -0.19683, -0.97400], [0.20644, 1.36099, 0.32468], [-0.10974, -1.47272, -1.67207], [0.98099, 2.03533, -1.62694], [-1.48470, 1.52555, 0.78069], [-2.61726, -1.77925, -0.96820], [2.34557, -0.60833, 3.54686], [2.02987, 3.38852, -0.55041], [-0.92910, -0.58599, 2.37379], [1.07661, 0.25626, 2.43158], [1.79776, 3.99650, 0.14835], [-1.20160, -1.72739, -3.40533], [-1.94398, 0.52705, -3.06047], [1.68313, 1.44944, -2.79726], [0.14753, -0.93398, -0.78550], [1.46879, -0.77317, 3.16549], [0.61243, -1.65025, -0.20485], [2.96418, 3.21934, -0.67411], [0.96044, 1.26083, -2.18766], [-0.67538, 0.81429, 0.65735], [-1.28587, -3.50237, 0.49212], [-3.11052, -0.41721, 0.08374], [-1.13534, -2.39684, -2.70128], [-0.80341, 1.05740, 2.85984], [-1.86696, 1.03490, -2.24519], [-0.93620, 1.31159, -2.19132], [1.81694, 1.09936, 2.00060], [-1.05670, -0.35776, -0.12134], [-2.27912, -0.95256, -0.36669], [-0.92411, -3.14177, -3.29556], [-0.41108, 0.34542, 2.13645], [-0.47642, -3.06758, 0.79459]],
  "de_lowest_kj_mol": 0.0,
  "total_charge": 2,
  "multiplicity": 2,
  "e_lumo_ev": [-8.2, -11.8],
  "fmax_ev_per_a": 3.054,
  "s2": 0.754
}

2.
{
  "formula": "C5H20O5",
  "method": "ωB97M-V/def2-TZVPD",
  "species": ["H", "H", "H", "H", "C", "H", "H", "H", "H", "H", "C", "H", "O", "H", "C", "O", "H", "C", "O", "H", "O", "H", "H", "H", "O", "H", "H", "H", "H", "C"],
  "coordinates": [[-0.06344, -4.70686, -0.04938], [-1.45432, 0.09185, 0.20412], [-2.61799, -1.47252, -0.46542], [-0.26426, 3.39603, 0.38046], [-0.37000, -0.19357, -0.02329], [1.09419, 2.99465, -1.61931], [0.33411, 0.50032, 0.41629], [1.19244, 1.54236, -1.52127], [0.70111, 4.25423, 2.20589], [-0.01318, -0.73453, -2.34262], [-2.17783, -2.38063, -0.86747], [-0.74443, -1.48451, 1.40368], [1.40452, 1.25592, 4.36940], [0.88557, -3.39710, -0.93672], [-0.08423, -3.79446, -0.70701], [1.59685, 2.23662, -1.91295], [1.78394, 0.31763, 4.35510], [-0.27796, -1.57861, 0.51210], [0.46753, -0.68588, -3.07137], [1.24968, -0.05906, -3.07626], [0.41548, 3.28300, 1.96045], [1.21039, 1.45869, 3.40847], [-0.26403, -0.20733, -1.14398], [-2.71131, -2.99321, -1.39139], [-0.30757, 3.45190, -0.63606], [-0.29651, 4.41368, -0.81039], [-0.21549, 3.22283, 2.64759], [0.83919, -1.91790, 0.80339], [-0.42751, -4.17674, -1.70364], [-0.88496, -2.63681, -0.38841]],
  "smiles": "C=C(C)CC.O.O.O.O.O",
  "de_lowest_kj_mol": 235.4,
  "total_charge": 0,
  "e_lumo_ev": -0.1,
  "fmax_ev_per_a": 8.489
}

3.
{
  "formula": "C5H20O5",
  "method": "ωB97M-V/def2-TZVPD",
  "species": ["H", "H", "H", "H", "H", "C", "H", "H", "O", "H", "O", "H", "C", "H", "O", "H", "H", "C", "O", "H", "H", "H", "H", "H", "O", "C", "H", "H", "H", "C"],
  "coordinates": [[1.04194, 2.57916, 5.12521], [-5.02459, -0.44244, -4.73258], [-0.47127, -1.98979, -0.68862], [4.07383, -5.16029, 2.83836], [-0.20591, 1.31540, 5.05424], [-5.93607, -1.03736, -4.79091], [3.73559, -6.71495, 2.02053], [-1.24623, -0.49556, 0.02217], [-5.62957, -2.16211, -4.00164], [-6.06201, -2.02449, -3.15567], [-0.86914, 3.21189, 5.02235], [2.38377, -5.67363, 2.55617], [3.29481, 4.87592, -2.55084], [-6.69909, -0.41336, -4.32558], [0.81898, -0.51812, 0.10771], [4.03144, 4.24730, -3.05116], [3.73559, 5.43179, -1.72330], [0.05557, 2.28312, 5.48233], [2.16061, 4.12950, -2.16639], [-1.73999, 2.99624, 5.36399], [3.03621, -4.13397, 1.03573], [-0.49967, -0.39564, -1.48175], [1.05764, 0.33103, -0.27120], [1.52728, 4.70223, -1.72765], [3.41436, -5.01048, 0.93401], [-0.40320, -0.91390, -0.52770], [3.13647, 5.69282, -3.25489], [-0.02350, 2.24490, 6.56877], [-6.09409, -1.26759, -5.84453], [3.40024, -5.68763, 2.16286]],
  "smiles": "CO.CO.CO.CO.CO",
  "de_lowest_kj_mol": 258.1,
  "total_charge": 0,
  "e_lumo_ev": 0.6,
  "fmax_ev_per_a": 1.730
}

4.
{
  "formula": "C5H21B3Be2Cl11",
  "method": "ωB97M-V/def2-TZVPD",
  "species": ["H", "H", "Cl", "H", "Cl", "H", "H", "H", "H", "H", "H", "Cl", "H", "Cl", "Be", "H", "C", "H", "C", "Cl", "H", "B", "H", "B", "H", "Cl", "C", "H", "H", "H", "Cl", "Be", "Cl", "Cl", "C", "Cl", "H", "B", "H", "H", "C", "Cl"],
  "coordinates": [[-0.93975, -3.09668, -3.26127], [1.33797, 2.43673, -1.29866], [0.86210, -4.18937, -4.01146], [2.21125, 1.85872, -2.69429], [-1.17530, -3.94151, 0.61405], [-1.59332, -0.62687, -3.30931], [-1.15965, -1.92025, 2.00287], [-3.19914, -1.24281, -2.93458], [-0.95991, 0.39103, 0.24617], [1.70243, 5.80965, 3.02030], [4.47260, -3.28553, -0.37808], [-1.92186, -3.60653, 3.41494], [-2.58116, 0.17051, -2.10470], [2.30303, -4.07044, -0.03660], [2.41103, 1.41001, 0.92890], [3.86129, -3.21872, 1.37543], [0.01993, -3.28110, -2.77846], [0.70570, -0.06404, 0.06783], [-1.81346, -2.77697, 1.83957], [0.60668, 4.17199, 4.38524], [1.97056, 0.80803, -1.26506], [-2.31237, -0.78793, -2.52111], [-0.11042, -3.94505, -1.92389], [2.15676, 1.81062, -1.61774], [-0.06330, 5.88309, 2.82363], [0.92555, 4.21904, 1.57488], [3.66398, -3.05599, 0.31586], [-1.91883, -1.42368, -1.74317], [3.06425, 2.16446, -1.15351], [0.23581, 1.68937, 0.31491], [-3.35913, -1.96569, 1.32928], [-0.26771, 0.91145, -2.03363], [0.78338, -1.76416, -2.24527], [-4.26238, 2.12798, 2.47806], [-2.73326, 1.83589, 1.61353], [3.35418, -1.39998, 0.10212], [-2.56314, 0.76111, 1.67693], [0.04652, 0.65039, 0.53613], [0.14988, 0.49315, 1.59860], [-1.90055, 2.32497, 2.11900], [0.78725, 5.21910, 2.97787], [-2.79747, 2.51581, -0.04516]],
  "total_charge": 2,
  "multiplicity": 2,
  "e_lumo_ev": [-10.9, -12.1],
  "fmax_ev_per_a": 5.667,
  "s2": 0.757
}

5.
{
  "formula": "C5H21N2O5",
  "method": "ωB97M-V/def2-TZVPD",
  "species": ["H", "N", "O", "C", "C", "H", "O", "H", "H", "C", "H", "H", "H", "H", "O", "O", "H", "H", "H", "H", "H", "H", "H", "C", "N", "H", "O", "H", "H", "H", "C", "H", "H"],
  "coordinates": [[-0.12192, -1.28234, 0.67534], [1.46396, 0.39625, -1.80714], [0.73358, -0.21684, 2.92432], [0.82541, 0.22606, -0.57667], [-2.51995, 1.95050, -0.36800], [1.11222, 2.78200, 2.44237], [0.86466, -2.70155, -1.69944], [1.12473, -3.25358, 2.81067], [0.73968, 1.47875, 1.62838], [-1.03756, 1.78736, -0.15076], [-0.55557, -0.16535, 1.54174], [0.04872, -0.60712, -2.97627], [-2.82466, 2.98994, -0.16461], [1.69538, -3.33776, -1.63284], [0.44516, 2.02910, 2.34460], [1.39927, 0.40638, 0.48678], [-0.82786, 2.09273, 0.82888], [0.49400, -0.91120, 3.53656], [1.61160, 0.12600, 3.21275], [-2.84118, 1.61855, -1.54149], [-2.97460, 1.19095, 0.29049], [1.45406, 0.08503, -3.88980], [-1.80720, -1.01346, 0.77009], [-0.69634, 0.24156, -0.51301], [-0.93104, -0.63895, 0.75657], [0.26759, -3.05278, -2.32150], [0.30721, -3.17037, 2.25993], [0.79219, -3.36965, 1.38646], [-0.35683, 2.49388, -0.67111], [-1.21762, -0.14234, -1.28003], [0.73202, 0.26821, -3.13155], [0.16875, 1.26533, -3.35270], [2.43214, 0.43472, -1.81898]],
  "de_lowest_kj_mol": 390.1,
  "total_charge": 1,
  "e_lumo_ev": -2.9,
  "fmax_ev_per_a": 6.068
}

6.
{
  "formula": "C5H21N3O4",
  "method": "ωB97M-V/def2-TZVPD",
  "species": ["O", "H", "H", "H", "C", "H", "H", "H", "H", "H", "O", "H", "H", "H", "H", "C", "H", "H", "O", "H", "N", "H", "N", "H", "H", "C", "H", "C", "H", "H", "N", "C", "O"],
  "coordinates": [[-1.03689, -1.64101, 2.85928], [1.95079, 4.18479, -0.96416], [-0.45410, -3.96755, 0.86340], [0.68112, 1.44427, -1.68355], [1.27723, -0.47151, -2.31837], [-0.94342, 0.78654, 0.16394], [1.80640, 1.28284, 3.17490], [-0.18939, -1.30322, 3.18303], [-2.75307, -1.84100, 0.59200], [0.27323, 1.40540, 3.40906], [-1.10816, 3.51813, -1.21026], [-3.00102, -0.64543, -0.58709], [1.95643, 0.03607, -3.01744], [-1.35234, 0.56921, -1.44298], [-1.53760, -1.75301, 3.67748], [0.75388, 0.46175, -1.23872], [-0.25400, 3.66637, -1.62429], [1.53861, -0.29931, 0.33452], [1.76130, 3.24703, -0.96770], [1.72338, 1.37057, 0.35962], [-2.45565, -1.43568, -0.28204], [2.48813, 2.63101, -1.10580], [-0.63362, -3.58062, -0.05639], [1.91125, -1.27234, -1.94360], [0.53752, -0.87680, -3.01407], [-0.63191, 0.19253, -0.70539], [-1.02101, 3.77170, -0.28852], [-0.21683, -2.22596, -0.13455], [-1.59647, -3.74799, -0.29119], [0.85563, -2.11763, -0.15894], [1.83772, 0.52299, -0.17845], [-1.07032, -1.23065, -0.38212], [1.00114, 0.78402, 3.33120]],
  "smiles": "C[C@H](N)C/C(N)=C/N.O.O.O.O",
  "de_lowest_kj_mol": 40.7,
  "total_charge": 0,
  "e_lumo_ev": 0.2,
  "fmax_ev_per_a": 1.838
}

7.
{
  "formula": "C5H21NO5",
  "method": "ωB97M-V/def2-TZVPD",
  "species": ["N", "H", "H", "O", "H", "H", "H", "H", "C", "H", "C", "H", "H", "H", "H", "H", "H", "C", "H", "C", "O", "H", "H", "H", "H", "H", "O", "O", "C", "H", "H", "O"],
  "coordinates": [[-1.17879, 0.65297, -0.36883], [-1.44487, -1.33183, 0.49325], [-2.88775, -0.40177, -1.06467], [3.08044, -1.20159, -0.47157], [0.01401, -2.50476, 2.25039], [-1.78979, -0.45152, 2.77640], [0.39693, 4.12220, 0.37652], [-2.91035, 1.33654, -1.34939], [-1.60527, 0.43260, -2.75032], [1.48981, 1.09046, 0.39949], [0.26040, -0.41514, 1.44590], [1.74359, -1.45094, -1.45274], [1.52921, -1.91463, -2.89466], [0.12402, 2.83385, -0.33043], [-1.11688, -0.52599, -2.95484], [-1.72195, 1.22753, 0.36074], [-2.44740, 0.72965, 2.78962], [-2.27976, 0.39571, -1.45012], [0.03147, 0.45391, 2.20793], [0.58056, -1.60384, 2.30536], [-2.20371, 0.10963, 2.15249], [0.80455, -1.31875, 3.34285], [3.65200, -0.43766, -0.81834], [1.57689, -2.00227, 2.00397], [2.35276, -0.74371, 0.08431], [-2.21405, 0.74556, -3.54486], [1.46382, 0.33762, 0.98888], [1.02254, -1.80509, -2.04350], [-0.61782, -0.57643, 0.23719], [-0.16622, -1.28705, -0.57871], [-0.78205, 1.16120, -2.78069], [0.88553, 3.39715, -0.05910]],
  "smiles": "CCNC[C@@H](C)O.O.O.O.O",
  "de_lowest_kj_mol": 304.5,
  "total_charge": 0,
  "e_lumo_ev": 0.4,
  "fmax_ev_per_a": 5.079
}